A molecular structure, C46H41N10O4S2Sr. Source: OMol25; level of theory: ωB97M-V with the def2-TZVPD basis set.

The geometry in XYZ format:
```
104
Properties=species:S:1:pos:R:3
Sr 0.68701 -0.01111 0.43750
C 0.70011 -5.03498 -4.15372
C 2.08619 -4.82976 -4.17685
C 2.69921 -3.99097 -3.25575
C 1.89239 -3.36808 -2.31547
C 2.18569 -2.46102 -1.18989
N 1.03490 -2.15496 -0.55633
C 0.00900 -2.81769 -1.13970
N -1.24274 -2.91055 -0.70986
C -1.70456 -2.32859 0.39400
C -3.01417 -2.66604 0.96340
C -4.04271 -3.49094 0.52853
C -5.14481 -3.64226 1.35497
C -5.21521 -2.98778 2.59432
C -4.18708 -2.16224 3.02462
C -3.08795 -2.00709 2.18892
C -1.82179 -1.27814 2.33469
N -1.49128 -0.64474 3.45893
C -0.27266 -0.16530 3.72135
N 0.81379 -0.16465 2.91539
C 1.88013 0.29561 3.61386
N 3.16845 0.25047 3.26879
C 3.62154 -0.31258 2.15331
N 2.90870 -0.77068 1.09342
C 3.73820 -1.43199 0.25445
N 3.42770 -2.13934 -0.83358
C 5.11006 -1.36494 0.77315
C 6.31097 -1.89422 0.32196
C 7.44011 -1.68904 1.09963
C 7.36375 -0.98572 2.31095
C 6.15952 -0.46930 2.76281
C 5.03636 -0.65777 1.97051
C 1.44005 0.71291 4.95029
C 2.11357 1.23967 6.04553
C 1.38847 1.47042 7.20446
C 0.02172 1.15969 7.27652
C -0.64339 0.61369 6.18848
C 0.08212 0.40176 5.02356
N -1.06451 -1.46952 1.22560
C 0.51756 -3.58741 -2.28205
C -0.09978 -4.41695 -3.20438
H 0.24795 -5.68559 -4.89336
H 2.68392 -5.33024 -4.92978
H 3.76880 -3.81772 -3.25873
H -3.98014 -3.98814 -0.43168
H -5.96428 -4.28017 1.04518
H -6.08279 -3.13920 3.22533
H -4.22935 -1.65092 3.97906
H 6.35166 -2.45202 -0.60560
H 8.39546 -2.08279 0.77411
H 8.26091 -0.85303 2.90352
H 6.08732 0.06262 3.70351
H 3.17344 1.45656 5.98562
H 1.88415 1.88723 8.07313
H -0.51512 1.33684 8.20103
H -1.69341 0.34957 6.23957
H -1.17319 -4.55971 -3.18350
O -0.13426 2.75311 1.47003
S -0.94108 2.57888 2.74018
C -1.19841 4.22461 3.49703
C -2.59906 4.71218 3.13753
C -3.46534 3.45364 3.12336
C -2.69612 2.45923 2.26422
H -0.38106 4.84841 3.13526
H -1.08734 4.07572 4.57390
H -2.59415 5.16197 2.14152
H -2.95959 5.46346 3.84206
H -4.46304 3.63537 2.72053
H -3.58337 3.07016 4.14133
H -2.69954 2.73538 1.20676
H -3.01152 1.42211 2.37731
C -2.21804 4.94696 -0.87385
S -1.81823 3.22180 -1.18812
C -2.94551 2.90923 -2.55785
H -2.07840 5.54347 -1.77626
H -1.52505 5.29635 -0.10753
H -3.24294 5.05842 -0.51469
H -3.97725 3.11675 -2.27022
H -2.85552 1.85094 -2.79986
H -2.67334 3.49717 -3.43521
C -2.48977 0.98951 -5.56417
C -1.12021 0.33956 -5.74177
C -0.14701 0.53331 -4.58637
C 1.24527 -0.07969 -4.94597
C 1.17324 -1.51433 -5.46102
C 0.13928 2.00101 -4.33634
O -0.01587 2.88241 -5.16029
N 0.70630 2.24107 -3.11844
C 0.70811 1.32804 -2.05588
O 1.41318 1.63011 -1.07213
N -0.04369 0.21997 -2.10307
C -0.63358 -0.14775 -3.28763
O -1.47742 -1.02177 -3.35544
H -3.13478 0.74232 -6.41089
H -2.40970 2.07540 -5.50650
H -2.97612 0.61199 -4.66315
H -0.64268 0.72929 -6.64471
H -1.26013 -0.73280 -5.86516
H 1.88488 -0.04687 -4.06220
H 1.70279 0.56694 -5.70012
H 0.53732 -2.13385 -4.82456
H 2.16870 -1.95892 -5.46340
H 0.78168 -1.55736 -6.47851
H 1.01835 3.17597 -2.90350
```

ΔE to the lowest compared entry with this formula, charge and spin = 94.1 kJ/mol
DFT total energy = -93973.990 eV
Charge = -1
E_HOMO (spin up / spin down) = -3.6 / -3.6 eV
LUMO (spin up / spin down) = 1.4 / 1.4 eV
Largest force on an atom = 1.31 eV/Å


A molecular structure, C46H42BBrCl3N11O6SSr. Source: OMol25; level of theory: ωB97M-V with the def2-TZVPD basis set.

The geometry in XYZ format:
```
112
Properties=species:S:1:pos:R:3
Sr -0.84960 -1.39154 0.51746
Br 2.32346 8.56997 -3.37670
C 1.30147 7.04019 -3.93210
C 1.23607 6.72137 -5.28314
C 0.45651 5.67028 -5.68890
C -0.29194 4.88390 -4.76683
C -0.13536 5.21808 -3.38512
C 0.62251 6.28610 -2.98306
N -1.18238 4.03129 -5.26258
N -1.85293 3.14936 -4.55773
C -1.27282 2.32881 -3.69548
C 0.12625 2.08227 -3.64607
C 0.67265 1.32989 -2.64793
C -0.12187 0.76954 -1.64526
O 0.52577 0.19652 -0.52745
C -1.51198 0.81776 -1.73259
N -2.26356 0.13421 -0.83400
C -3.57878 0.20007 -0.93799
C -4.24776 0.92740 -1.90782
C -3.49710 1.62697 -2.84743
C -2.11125 1.58144 -2.78777
H 1.79855 7.30190 -6.00477
H 0.39202 5.41484 -6.73689
H -0.66023 4.63708 -2.64207
H 0.69873 6.53934 -1.93175
H 0.74638 2.49789 -4.42820
H 1.74491 1.17338 -2.59690
H -4.13991 -0.36144 -0.20099
H -5.32950 0.93821 -1.93636
H -3.95070 2.20495 -3.64108
O -1.79498 -2.41564 2.29803
N -3.00163 -2.78859 2.09682
N -3.37228 -2.89168 0.87166
O -2.60502 -2.66428 -0.14388
C -4.70779 -3.21113 0.64077
C -5.54129 -3.64396 1.67989
C -6.85083 -3.97797 1.40968
C -7.35846 -3.88043 0.11989
C -6.53989 -3.41460 -0.90163
C -5.22417 -3.09040 -0.65316
H -5.13505 -3.71243 2.67614
H -7.49433 -4.31760 2.21028
H -8.37747 -4.17327 -0.08785
H -6.93889 -3.30031 -1.89891
H -4.56773 -2.72951 -1.42924
Cl 0.65127 -7.27228 -4.11506
C 0.53818 -6.08803 -2.85232
C 0.14183 -4.79591 -3.15982
C 0.01514 -3.87477 -2.14445
Cl -0.52228 -2.28123 -2.49747
C 0.28463 -4.15633 -0.76796
O 0.17465 -3.31328 0.15639
C 0.70330 -5.50473 -0.56024
Cl 1.04344 -5.96195 1.07092
C 0.82035 -6.45737 -1.54887
H -0.06986 -4.51406 -4.17883
H 1.11906 -7.46630 -1.30372
C 1.72919 -2.18351 5.88508
N 2.63576 -2.43280 4.80519
C 3.62777 -3.37540 4.78883
C 4.16683 -3.38463 3.55310
N 3.49316 -2.45597 2.77626
C 2.53536 -1.85108 3.56400
S 1.58270 -0.54039 3.26617
C 3.68024 -2.33268 1.39764
C 4.94165 -2.59516 0.84655
C 5.05849 -2.62339 -0.52702
C 3.93347 -2.35271 -1.30007
C 2.75568 -2.01900 -0.64879
N 2.62096 -2.02026 0.66010
H 2.21240 -2.43445 6.83017
H 0.81971 -2.77999 5.76633
H 1.45399 -1.12831 5.86736
H 3.87763 -3.95278 5.65769
H 4.94621 -4.00030 3.15743
H 5.80294 -2.76263 1.47748
H 6.01036 -2.85180 -0.99051
H 3.97500 -2.39577 -2.37670
H 1.87903 -1.75393 -1.21444
N -5.41361 1.06396 3.49500
C -4.08947 1.28515 3.17922
C -3.36674 0.33779 2.45313
N -2.11515 0.54593 2.06619
C -1.59086 1.72660 2.39870
C -2.29662 2.65893 3.12901
N -3.55635 2.45673 3.53757
H -5.69846 0.09733 3.51461
H -5.77718 1.64050 4.23715
H -3.82067 -0.60861 2.20581
H -0.58110 1.91179 2.07628
H -1.86811 3.61247 3.41266
C 2.75300 4.25774 -0.24960
C 2.34191 3.06308 0.61395
C 1.89713 3.55810 1.99565
O 1.22824 2.42737 0.01464
B 1.42569 1.06112 0.00320
O 2.67080 0.73128 0.48386
C 3.41986 1.91646 0.71294
C 4.50122 1.98465 -0.37499
C 4.12218 1.82924 2.06806
H 1.96458 5.00558 -0.22328
H 2.88581 3.96720 -1.28711
H 3.67372 4.70296 0.11960
H 1.06334 4.24457 1.87202
H 2.70853 4.06390 2.51026
H 1.55669 2.71686 2.59210
H 4.05859 2.08998 -1.36130
H 5.06050 1.05036 -0.35051
H 5.17909 2.81330 -0.18625
H 3.41425 1.53733 2.83496
H 4.57557 2.78688 2.31321
H 4.89760 1.06842 2.01183
```

ΔE to the lowest compared entry with this formula, charge and spin = 223.0 kJ/mol
DFT total energy = -197020.842 eV
Charge = -2
E_HOMO (spin up / spin down) = 0.4 / 0.4 eV
LUMO (spin up / spin down) = 3.3 / 3.3 eV
Largest force on an atom = 2.68 eV/Å


A molecular structure, C46H42F4LiN7Si2Te. Source: OMol25; level of theory: ωB97M-V with the def2-TZVPD basis set.

The geometry in XYZ format:
```
103
Properties=species:S:1:pos:R:3
Li -0.69464 -0.58399 -0.18737
C 0.10605 1.82934 -3.73686
C 0.30017 1.11480 -2.53940
N -0.68193 0.70741 -1.77479
C -1.96423 1.00379 -2.12773
C -2.26176 1.69299 -3.31888
C -1.17352 2.09958 -4.12602
C -3.61335 1.93330 -3.67375
C -4.59944 1.48117 -2.84517
C -4.32267 0.81041 -1.63751
C -3.01669 0.55465 -1.22865
N -2.56940 -0.13714 -0.14966
C -3.31430 -0.69596 0.82868
C -4.56298 -0.32029 1.32159
C -5.18715 -1.02996 2.36418
C -4.61970 -2.13210 2.94125
C -3.33757 -2.54829 2.50006
C -2.67555 -3.68787 3.01390
C -1.43786 -4.02539 2.55126
C -0.82542 -3.19596 1.58992
N -1.41611 -2.14624 1.08186
C -2.67333 -1.82276 1.49233
H 0.95368 2.11846 -4.34528
H 1.29846 0.84697 -2.20989
H -1.36774 2.61040 -5.06238
H -3.83796 2.44406 -4.60171
H -5.63767 1.63519 -3.11954
H -5.15223 0.44809 -1.05141
H -5.05255 0.55540 0.92350
H -6.15771 -0.68879 2.70903
H -5.12313 -2.68724 3.72385
H -3.17146 -4.28641 3.77118
H -0.91381 -4.90091 2.91283
H 0.17678 -3.41133 1.23319
F -1.10055 -2.98607 -3.79975
C -0.05686 -2.22275 -4.17005
C -0.12991 -1.57797 -5.38897
F -1.25006 -1.75614 -6.11609
C 0.85703 -0.69537 -5.85112
C 1.94847 -0.58157 -4.98270
C 2.01981 -1.23546 -3.76960
F 3.11079 -1.00612 -3.00342
C 1.01336 -2.06632 -3.29352
C 1.03264 -2.62390 -1.92749
C 1.27455 -1.76669 -0.86978
N 1.43254 -1.00945 0.00859
C 0.83567 -3.98797 -1.64233
N 0.68396 -5.11370 -1.40913
F 2.99148 0.21235 -5.31682
C 0.74002 0.06814 -7.07790
C 1.42461 1.28770 -7.25800
N 1.96480 2.29851 -7.43834
C -0.11146 -0.30457 -8.13964
N -0.78147 -0.57097 -9.04740
C 2.48271 -5.31863 3.50657
C 2.33563 -3.82429 3.41218
C 1.29294 -3.16213 4.03639
C 1.10568 -1.78686 3.90659
C -0.12639 -1.19847 4.54748
C 2.03336 -1.04041 3.16297
Te 1.85863 1.08052 3.31089
C 3.11554 -1.68945 2.54859
C 4.15085 -0.97238 1.73634
C 3.23449 -3.06872 2.67418
H 1.67742 -5.75532 4.09837
H 3.43230 -5.59492 3.97072
H 2.45696 -5.77147 2.51358
H 0.56908 -3.73189 4.60953
H -0.74515 -1.99674 4.95905
H -0.72354 -0.65290 3.81465
H 0.11537 -0.49805 5.34837
H 4.35839 0.01899 2.13908
H 3.77108 -0.86056 0.72079
H 5.07766 -1.54624 1.69909
H 4.05862 -3.56327 2.16931
C -1.50436 3.41718 0.51536
Si -0.49097 2.91620 2.00831
C -0.06461 4.45521 3.01141
C -1.64889 1.84065 3.01638
C 1.10589 2.01230 1.49220
Si 2.41504 3.05244 0.62039
C 1.63762 4.20442 -0.64538
C 3.30531 4.15046 1.86523
C 3.67972 2.02681 -0.30139
H -2.43927 3.86985 0.86170
H -1.77041 2.53112 -0.06398
H -1.01563 4.12387 -0.15267
H -0.96837 4.83765 3.49402
H 0.33549 5.24686 2.37431
H 0.66954 4.24709 3.79413
H -2.55679 2.41495 3.22646
H -1.22795 1.49906 3.96113
H -1.94634 0.96643 2.43051
H 0.75640 1.23418 0.80347
H 1.03776 4.99372 -0.18778
H 1.01246 3.67337 -1.36513
H 2.44836 4.68599 -1.20207
H 2.64472 4.91011 2.28476
H 4.13222 4.66247 1.36479
H 3.72031 3.56700 2.68971
H 3.31846 1.77029 -1.29931
H 3.89719 1.09266 0.20871
H 4.61277 2.58379 -0.41915
```

ΔE to the lowest compared entry with this formula, charge and spin = 0.0 kJ/mol
DFT total energy = -92944.008 eV
Charge = -2
E_HOMO = -1.9 eV
LUMO = 3.3 eV
Largest force on an atom = 0.54 eV/Å


7 unconnected molecules or ions with the total composition C46H43BClNO14P. Source: OMol25; level of theory: ωB97M-V with the def2-TZVPD basis set.

The geometry in XYZ format:
```
107
Properties=species:S:1:pos:R:3
C 1.40289 0.14500 1.15971
C 1.61508 -0.82686 0.44740
C 1.51457 -1.91002 -0.68154
C 1.11866 -3.35920 -0.16543
Cl 2.41810 -4.42731 -1.06140
O 1.34857 -3.70547 1.16953
B 0.62351 -4.98030 1.42678
C 1.50518 -6.35993 1.58881
N 2.66195 -6.07894 2.50993
O -0.34622 -5.11121 0.30028
C -0.24302 -4.06827 -0.66529
P -1.89102 -3.16103 -0.62242
C -2.55454 -2.90542 1.11059
C -1.57605 -2.18224 2.14570
C -1.93136 -1.60311 -1.68164
C -1.84133 -0.22869 -0.85272
H 1.39461 1.12765 1.69071
H 2.55198 -1.95548 -1.14269
H 0.81829 -1.62069 -1.51793
H -0.11096 -5.01107 2.38390
H 1.96202 -6.68199 0.59070
H 0.89884 -7.24570 1.95621
H 3.34729 -5.47250 2.04204
H 2.26034 -5.51831 3.28003
H -0.07635 -4.57364 -1.66368
H -3.49352 -2.26381 1.01402
H -2.90665 -3.89404 1.52985
H -0.54657 -1.96031 1.75519
H -1.53981 -2.83538 3.07898
H -2.04427 -1.20560 2.50207
H -2.94684 -1.58117 -2.20229
H -1.17486 -1.61639 -2.53584
H -1.56612 0.59236 -1.58154
H -1.07238 -0.38458 -0.04151
H -2.87797 -0.02733 -0.43518
C -1.82187 4.41830 1.62337
C -1.72245 3.11005 1.85416
C -2.90079 2.22026 1.74971
O -2.81053 1.02975 1.96150
C -4.19234 2.84021 1.37735
C -4.29129 4.14870 1.14659
C -3.11314 5.03721 1.25135
O -3.20218 6.23329 1.03869
H -0.97092 5.08409 1.69581
H -0.78576 2.64032 2.12646
H -5.04339 2.17479 1.30472
H -5.22774 4.61796 0.87448
C 5.05812 -7.10710 -0.84454
C 4.55251 -8.25928 -1.29126
C 5.02156 -9.55816 -0.76141
O 4.56454 -10.61042 -1.16817
C 6.07097 -9.53183 0.28344
C 6.57492 -8.38284 0.72868
C 6.10609 -7.08181 0.19883
O 6.56696 -6.03257 0.60765
H 4.72824 -6.14700 -1.21986
H 3.78800 -8.29693 -2.04937
H 6.40141 -10.49211 0.65994
H 7.34297 -8.34553 1.49141
C -5.84071 9.38026 1.90317
C -5.74115 8.07205 2.13404
C -6.91978 7.18287 2.02952
O -6.83104 5.98940 2.24178
C -8.21125 7.80272 1.65748
C -8.30979 9.11080 1.42687
C -7.13145 9.99887 1.53137
O -7.22193 11.19480 1.31857
H -4.98960 10.04582 1.97548
H -4.80428 7.60290 2.40590
H -9.06252 7.13758 1.58509
H -9.24631 9.58098 1.15485
C 5.75261 -7.16184 -4.47972
C 6.46030 -6.98535 -5.59424
C 5.93269 -6.18360 -6.71946
O 6.57889 -6.02300 -7.73934
C 4.58944 -5.58413 -6.55997
C 3.88034 -5.75991 -5.44596
C 4.40772 -6.56134 -4.31885
O 3.76483 -6.71899 -3.30388
H 6.12272 -7.74595 -3.64677
H 7.44496 -7.41609 -5.72801
H 4.21991 -5.00018 -7.39389
H 2.89558 -5.32928 -5.31284
C -8.73867 14.44084 5.83410
C -9.40548 13.36008 5.43214
C -8.88500 12.49610 4.34849
O -9.49433 11.51031 3.97998
C -7.59571 12.87774 3.73032
C -6.92883 13.95936 4.13306
C -7.44850 14.82323 5.21597
O -6.84051 15.80868 5.58549
H -9.10427 15.08454 6.62436
H -10.34956 13.06578 5.87380
H -7.23062 12.23198 2.93842
H -5.98483 14.25364 3.69149
C 8.10319 -2.17761 -4.97637
C 7.20194 -3.15087 -4.85664
C 6.77050 -3.63732 -3.52678
O 5.95053 -4.52598 -3.41454
C 7.37658 -3.00088 -2.33640
C 8.27821 -2.02713 -2.45654
C 8.71008 -1.54026 -3.78544
O 9.53115 -0.65067 -3.89650
H 8.43133 -1.80953 -5.94040
H 6.74790 -3.62702 -5.71706
H 7.04778 -3.36977 -1.37199
H 8.73221 -1.55093 -1.59661
```

DFT total energy = -101033.775 eV
Charge = -1
E_HOMO = -3.9 eV
LUMO = -0.8 eV
Largest force on an atom = 2.85 eV/Å


no.,molar mass (u)
1,949.65
2,1161.67
3,959.60
4,911.08